No. 1
C10H16 | ωB97M-V/def2-TZVPD

Each line ends with the Mulliken charge.
CARTESIAN COORDINATES (ANGSTROEM)
1 C 2.230 1.661 2.500  -1.36
2 C 1.957 1.460 1.038  0.60
3 C 1.391 0.269 0.538  -0.16
4 C 1.062 0.066 -0.767  -0.44
5 C 1.473 1.013 -1.697  -0.55
6 C 2.028 2.213 -1.273  -0.51
7 C 2.242 2.437 0.107  -0.40
8 H 3.078 0.974 2.605  0.33
9 H 1.344 1.456 3.100  0.33
10 H 2.549 2.664 2.786  0.35
11 H 1.322 -0.478 1.336  0.32
12 H 0.461 -0.777 -1.052  0.50
13 H 1.173 0.842 -2.729  0.34
14 H 2.136 3.023 -1.987  0.34
15 H 2.760 3.373 0.273  0.30
16 C -1.597 -2.558 0.266  -1.12
17 C -2.224 -1.324 -0.413  0.32
18 C -3.429 -1.492 -1.280  -1.18
19 H -0.523 -2.601 0.284  0.29
20 H -1.982 -2.597 1.300  0.31
21 H -1.934 -3.575 -0.011  0.35
22 H -1.384 -0.844 -0.905  -0.11
23 H -2.532 -0.681 0.429  0.21
24 H -4.147 -0.669 -1.104  0.29
25 H -4.021 -2.361 -0.971  0.31
26 H -3.432 -1.493 -2.376  0.33

Total charge   0
Kohn-Sham gap   9.99 eV
SMILES string   Cc1ccccc1.CCC
Lowest unoccupied orbital energy   0.992 eV

No. 2
C10H16 | ωB97M-V/def2-TZVPD

Each line ends with the Mulliken charge.
CARTESIAN COORDINATES (ANGSTROEM)
1 C -1.343 -2.729 -0.349  -1.11
2 C -0.007 -1.911 -0.533  1.13
3 C 0.443 -1.426 -1.790  -0.90
4 C 1.522 -0.590 -1.712  -0.08
5 C 2.217 -0.049 -0.612  -0.77
6 C 1.801 -0.664 0.578  -0.42
7 C 0.705 -1.616 0.630  -0.59
8 H -1.928 -2.058 0.329  0.26
9 H -1.138 -3.695 0.334  0.26
10 H -1.879 -2.967 -1.307  0.32
11 H 0.040 -1.507 -2.732  0.42
12 H 1.862 -0.200 -2.659  0.28
13 H 2.872 0.823 -0.690  0.42
14 H 2.435 -0.612 1.438  0.38
15 H 0.458 -2.144 1.549  0.36
16 C -0.278 3.316 1.261  -0.92
17 C -1.181 2.021 1.361  0.37
18 C -2.480 2.314 0.454  -1.29
19 H 0.666 2.896 0.857  0.19
20 H -0.031 3.692 2.200  0.29
21 H -0.755 4.117 0.629  0.31
22 H -0.845 1.028 0.965  -0.24
23 H -1.566 1.756 2.404  0.28
24 H -2.903 3.290 0.563  0.42
25 H -2.391 2.019 -0.535  0.36
26 H -3.295 1.562 0.915  0.26

Total charge   0
Kohn-Sham gap   10.00 eV
SMILES string   Cc1ccccc1.CCC
Lowest unoccupied orbital energy   0.969 eV

No. 3
C10H16 | ωB97M-V/def2-TZVPD

Each line ends with the Mulliken charge.
CARTESIAN COORDINATES (ANGSTROEM)
1 C -2.238 -1.222 0.159  -1.47
2 C -1.074 -1.410 -0.727  0.85
3 C -0.919 -0.608 -1.852  -0.26
4 C 0.130 -0.818 -2.796  -0.39
5 C 1.057 -1.832 -2.508  -0.48
6 C 0.987 -2.494 -1.249  -0.39
7 C -0.044 -2.325 -0.374  -0.44
8 H -2.610 -2.186 0.503  0.42
9 H -3.066 -0.732 -0.360  0.39
10 H -1.976 -0.672 1.049  0.26
11 H -1.643 0.216 -2.025  0.26
12 H 0.174 -0.255 -3.794  0.29
13 H 1.979 -1.878 -3.182  0.27
14 H 1.754 -3.241 -0.948  0.31
15 H -0.226 -2.835 0.572  0.38
16 C 0.038 2.390 0.421  -0.84
17 C 0.799 2.484 1.792  -0.34
18 C 1.281 1.284 2.645  -0.79
19 H -0.996 2.502 0.267  0.32
20 H 0.433 3.176 -0.207  0.36
21 H 0.204 1.294 0.075  0.03
22 H 0.129 3.115 2.344  0.29
23 H 1.676 3.136 1.549  0.26
24 H 0.867 0.262 2.271  0.17
25 H 0.945 1.456 3.724  0.24
26 H 2.341 1.193 2.651  0.30

Total charge   0
Kohn-Sham gap   9.91 eV
SMILES string   Cc1ccccc1.CCC
Lowest unoccupied orbital energy   1.001 eV

No. 4
C10H16 | ωB97M-V/def2-TZVPD

Each line ends with the Mulliken charge.
CARTESIAN COORDINATES (ANGSTROEM)
1 C -2.150 -1.254 -0.867  -1.42
2 C -1.402 0.064 -0.909  0.69
3 C -1.519 1.101 -0.029  -0.25
4 C -0.991 2.391 -0.309  -0.77
5 C 0.028 2.462 -1.222  -0.13
6 C 0.369 1.346 -2.024  -0.66
7 C -0.357 0.193 -1.884  -0.25
8 H -2.281 -1.575 0.174  0.37
9 H -1.392 -2.015 -1.195  0.37
10 H -3.086 -1.194 -1.434  0.33
11 H -2.270 0.924 0.750  0.34
12 H -0.978 3.205 0.376  0.34
13 H 0.651 3.314 -1.473  0.36
14 H 1.136 1.463 -2.777  0.39
15 H -0.396 -0.591 -2.662  0.30
16 C 2.264 -0.468 1.497  -0.92
17 C 1.931 -1.653 2.500  -0.35
18 C 0.986 -2.718 2.003  -0.89
19 H 1.803 0.445 1.813  0.25
20 H 3.345 -0.418 1.452  0.36
21 H 1.925 -0.783 0.505  0.21
22 H 1.750 -1.226 3.474  0.39
23 H 2.932 -2.119 2.631  0.22
24 H 1.505 -3.357 1.301  0.31
25 H 0.163 -2.266 1.428  0.06
26 H 0.650 -3.361 2.812  0.35

Total charge   0
Kohn-Sham gap   10.06 eV
SMILES string   Cc1ccccc1.CCC
Lowest unoccupied orbital energy   0.985 eV

No. 5
C10H16 | ωB97M-V/def2-TZVPD

Each line ends with the Mulliken charge.
CARTESIAN COORDINATES (ANGSTROEM)
1 C 1.126 -0.904 2.986  -1.11
2 C 1.080 -0.847 1.456  -0.57
3 C -0.288 -0.710 0.824  0.71
4 C -1.239 0.162 1.368  -0.47
5 C -2.458 0.333 0.742  -0.53
6 C -2.758 -0.310 -0.461  -0.60
7 C -1.842 -1.211 -0.970  -0.28
8 C -0.618 -1.397 -0.333  -0.47
9 H 0.855 -1.909 3.305  0.29
10 H 0.461 -0.169 3.427  0.30
11 H 2.154 -0.704 3.286  0.36
12 H 1.678 -0.030 1.037  0.29
13 H 1.600 -1.716 1.051  0.35
14 H -0.988 0.738 2.248  0.27
15 H -3.102 1.148 1.058  0.33
16 H -3.757 -0.182 -0.857  0.39
17 H -2.041 -1.757 -1.885  0.36
18 H 0.132 -2.026 -0.801  0.36
19 C 1.277 2.168 -1.953  -0.96
20 C 1.172 0.712 -2.375  -0.43
21 H 0.503 2.452 -1.235  0.28
22 H 2.209 2.331 -1.417  0.26
23 H 1.214 2.883 -2.772  0.35
24 H 0.757 0.019 -1.652  -0.17
25 H 2.163 0.376 -2.718  0.32
26 H 0.710 0.548 -3.359  0.37

Total charge   0
Kohn-Sham gap   10.05 eV
SMILES string   CCc1ccccc1.CC
Lowest unoccupied orbital energy   1.018 eV

No. 6
C10H16 | ωB97M-V/def2-TZVPD

Each line ends with the Mulliken charge.
CARTESIAN COORDINATES (ANGSTROEM)
1 C -1.167 -3.358 -1.447  -1.14
2 C -1.425 -2.180 -0.511  -0.69
3 C -0.107 -1.294 -0.493  0.73
4 C 0.695 -1.555 0.730  -0.39
5 C 1.785 -0.783 1.030  -0.66
6 C 2.005 0.355 0.204  -0.38
7 C 1.304 0.406 -1.013  -0.57
8 C 0.202 -0.416 -1.430  -0.29
9 H -1.357 -3.310 -2.495  0.37
10 H -1.571 -4.324 -0.977  0.26
11 H -0.101 -3.686 -1.581  0.34
12 H -2.242 -1.481 -0.891  0.31
13 H -1.802 -2.537 0.467  0.38
14 H 0.450 -2.401 1.448  0.24
15 H 2.397 -0.925 1.912  0.37
16 H 2.622 1.288 0.368  0.43
17 H 1.562 1.103 -1.769  0.37
18 H -0.170 -0.301 -2.497  0.30
19 C -1.082 3.177 1.501  -0.94
20 C 0.267 3.260 0.756  -0.40
21 H -1.748 2.360 1.099  0.25
22 H -0.920 2.825 2.553  0.24
23 H -1.714 4.019 1.528  0.33
24 H 0.211 2.608 -0.069  -0.03
25 H 1.317 2.979 1.313  0.15
26 H 0.589 4.169 0.266  0.43

Total charge   0
Kohn-Sham gap   9.68 eV
SMILES string   CCc1ccccc1.CC
Lowest unoccupied orbital energy   0.983 eV

Values for relative energy (zero: lowest compared OMol25 entry of this formula, charge and spin), kJ/mol, ordered as above
122.9 214.4 147.1 121.7 52.3 248.6